107
Properties=species:S:1:pos:R:3 method="wB97M-V/def2-TZVPD" total_charge=+2 gap_ev=1.02
C -0.33 1.11 1.25
H 3.83 3.18 6.46
H 3.22 0.49 3.60
O 7.47 2.13 8.83
H -3.78 -1.13 1.32
H -1.88 -0.37 3.00
C 5.57 2.81 7.62
H -1.78 5.33 -0.59
H 1.33 -6.53 -0.57
C -1.48 0.21 -7.77
P 1.87 3.10 1.28
F 1.09 3.57 -5.13
H 1.83 0.65 0.88
F -2.24 7.64 -0.35
H -0.12 0.71 2.31
C -0.94 -1.38 0.32
H -0.02 -5.52 1.80
N -0.69 -4.63 -4.03
N -4.81 1.53 -2.57
C 6.36 0.41 7.68
H -1.95 -2.04 3.75
C -0.97 -2.12 1.75
O -5.46 0.91 2.87
C 3.95 2.47 2.75
C -1.30 -3.69 1.70
C -3.61 -1.73 2.28
H 5.09 0.56 3.37
C 0.42 -1.98 2.58
H -2.08 0.65 -6.97
O 0.60 4.26 1.43
C -2.09 -2.02 -0.65
Be 4.44 4.85 6.78
C 0.20 -1.24 -7.94
C 5.34 0.06 6.88
C -1.03 5.74 0.18
H 1.59 -4.74 -1.00
H 4.49 2.89 3.70
N 1.67 -3.93 -3.70
C -5.66 1.83 -3.58
H -1.42 0.93 -8.60
O 1.29 -1.73 -7.85
H 7.08 -0.31 8.05
H 5.73 3.83 7.95
C 1.10 1.52 0.61
H 2.30 -3.87 -2.88
C 4.56 2.45 6.83
F 3.11 1.77 -4.07
H -1.17 -4.54 -0.96
H 0.26 4.00 -0.67
H -0.90 2.11 1.41
O 2.80 3.62 0.17
F -2.86 -1.01 -9.22
H -4.48 2.20 -1.88
C -1.24 0.20 0.32
N -3.09 -2.50 -1.14
O 2.59 2.97 2.82
Ca -8.11 1.54 -4.09
C 0.88 -5.63 -1.12
H -1.06 -6.28 -0.13
H -1.09 0.57 -0.77
C -4.55 0.19 3.36
C -5.15 -0.36 -3.69
F 3.04 4.54 -3.21
H 0.89 -4.14 1.00
N 0.61 -6.04 -2.54
H -2.37 0.36 0.53
O -0.83 -1.78 -8.65
N 1.56 -1.66 2.88
O 3.42 0.72 5.65
Cl 2.16 1.20 7.06
H -2.45 -1.71 -7.39
H 4.56 2.85 1.86
C -4.48 0.21 -2.63
C 4.37 1.06 6.40
C 4.06 0.85 2.91
F 0.95 2.70 -2.36
H -1.36 -5.37 -3.76
H 3.99 0.37 1.87
C -1.99 -1.12 -8.19
H -0.77 6.85 -0.11
H -6.04 2.85 -3.71
H 5.19 -0.96 6.56
C 0.35 4.86 0.11
Ca 1.60 -4.93 -5.54
O -0.17 -0.09 -7.32
C -5.90 0.68 -4.30
C 6.55 1.81 8.11
H -3.81 -0.22 -1.90
H -1.45 5.74 1.24
H -3.88 -2.83 2.13
C -0.14 -4.62 1.08
H -1.41 -4.02 2.81
H 1.18 5.61 -0.17
F -4.69 4.04 -2.80
H -6.54 0.59 -5.18
C -0.53 -5.28 -0.36
H -2.29 -3.96 1.20
H -3.66 0.69 3.89
O -4.57 -1.24 3.30
C -2.09 -1.46 2.75
C 0.50 -4.85 -3.43
H -5.09 -1.39 -4.00
Al 2.05 3.15 -3.69
H 1.48 -6.54 -2.85
H 1.05 1.51 -0.55
H 1.32 -2.96 -3.87
I 0.94 -1.76 -0.81